The following is a DFT calculation (ωB97M-V/def2-TZVPD) of C27H24ClN7O3TeZr as an isolated structure.

```
64
Properties=species:S:1:pos:R:3:forces:R:3
Zr 0.0473 0.1418 0.4644 -0.10 0.65 -0.15
N -0.8373 -3.2098 0.9499 0.05 -0.06 0.02
C -1.3380 -2.7412 -0.2573 0.03 0.04 0.01
C -2.1126 -3.6342 -1.0060 -0.02 -0.06 0.00
C -2.5847 -3.2493 -2.2370 0.02 0.03 0.02
C -2.2769 -1.9772 -2.7151 0.05 -0.07 -0.07
C -1.5107 -1.1645 -1.9228 -0.04 0.05 0.01
N -1.0507 -1.5171 -0.7028 -0.02 -0.23 -0.02
C -0.4203 -2.6070 2.1236 -0.09 0.06 -0.06
C -0.0945 -3.4611 3.1873 0.01 -0.04 0.10
C 0.2641 -2.9220 4.3965 -0.01 -0.05 -0.07
C 0.2845 -1.5351 4.5442 -0.05 0.07 0.06
C -0.0289 -0.7697 3.4538 -0.01 0.01 0.00
N -0.3563 -1.2812 2.2438 0.12 -0.24 0.05
H -0.9386 -4.2069 1.0455 0.00 0.00 0.00
H -2.3433 -4.6114 -0.6028 0.01 0.00 0.00
H -3.1905 -3.9286 -2.8217 0.00 0.00 0.01
H -2.6112 -1.6304 -3.6814 0.01 0.03 0.00
H -1.2284 -0.1751 -2.2524 0.00 0.03 -0.02
H -0.1317 -4.5334 3.0471 -0.01 0.01 -0.01
H 0.5184 -3.5694 5.2250 0.00 -0.01 -0.01
H 0.5339 -1.0622 5.4826 -0.01 0.01 -0.01
H -0.0164 0.3114 3.5283 -0.01 0.00 -0.01
Cl 2.0033 -3.0689 -2.1947 0.09 0.04 0.01
C 3.0568 -1.7898 -1.5186 -0.05 0.05 0.02
C 2.1544 -0.9096 -0.6905 0.02 -0.11 -0.01
O 1.5404 0.0558 -1.2280 -0.01 -0.14 -0.02
O 1.9351 -1.1882 0.5227 0.00 -0.08 -0.02
H 3.4996 -1.2373 -2.3407 -0.05 -0.01 -0.03
H 3.8186 -2.2586 -0.9049 -0.03 -0.04 0.02
N -0.3089 2.5906 4.5511 -0.03 0.04 0.03
C -1.1497 2.5784 3.7543 -0.09 -0.09 -0.02
N -2.1118 2.5664 2.8462 -0.03 0.11 0.04
C -2.0374 1.7060 1.9170 0.01 -0.04 0.07
N -2.0018 0.9317 1.0271 0.21 -0.03 0.12
O 1.1188 1.7259 1.4996 0.00 0.08 -0.10
N 2.0109 1.8702 2.4776 -0.01 0.04 0.15
C 2.0919 3.0746 3.0629 0.00 0.00 -0.03
C 3.0006 3.2925 4.0733 0.06 -0.01 0.02
C 3.8240 2.2588 4.4884 -0.07 0.05 -0.05
C 3.7102 1.0233 3.8690 0.02 -0.04 0.02
C 2.7915 0.8454 2.8588 0.03 -0.02 -0.02
H 1.3981 3.8106 2.6899 0.03 -0.01 -0.01
H 3.0407 4.2680 4.5344 -0.01 0.00 -0.01
H 4.5405 2.4130 5.2826 0.00 -0.01 0.00
H 4.3310 0.1886 4.1607 0.00 -0.01 -0.01
H 2.6459 -0.0762 2.3143 0.00 0.00 -0.01
C 0.4504 2.4038 -3.1078 -0.10 -0.01 0.15
Te -0.4601 2.7525 -1.1953 -0.03 -0.06 -0.25
C -2.3173 2.4106 -2.2128 0.10 0.00 0.10
C -1.9600 1.8330 -3.5596 0.04 0.01 -0.01
C -2.9523 1.3044 -4.3848 0.02 0.01 -0.01
C -2.6266 0.7622 -5.6167 0.01 -0.01 0.01
C -1.3002 0.7377 -6.0336 -0.02 0.00 0.00
C -0.3115 1.2648 -5.2209 -0.01 0.00 0.00
C -0.6311 1.8188 -3.9824 -0.06 0.01 0.01
H 1.2706 1.7064 -2.9598 0.04 0.01 -0.02
H 0.8356 3.3400 -3.5077 -0.02 0.01 0.02
H -2.8532 3.3537 -2.3031 0.01 0.01 0.01
H -2.9161 1.7272 -1.6103 0.01 0.01 -0.01
H -3.9850 1.3238 -4.0562 0.01 0.00 0.00
H -3.4042 0.3590 -6.2523 0.00 0.01 0.00
H -1.0403 0.3131 -6.9940 0.00 0.00 0.00
H 0.7213 1.2514 -5.5477 0.00 0.00 0.00
```
Positions in Å, forces in eV/Å.

Summary:
**Molecular weight**: 748.81 Da
**Kohn-Sham gap (alpha / beta)**: 6.09 / 8.15 eV
**Charge**: +1
**2S+1**: 2
**E_tot**: -2427.47660 a.u.
**LUMO energy (alpha / beta)**: -2.7 / -2.7 eV



The following is a DFT calculation (ωB97M-V/def2-TZVPD) of C27H24FMoN4O7 as an isolated structure at a distorted geometry.

```
64
Properties=species:S:1:pos:R:3:forces:R:3
Mo 1.0336 -0.1429 1.5930 0.23 -1.04 0.87
O 4.4306 -0.7945 -0.1112 0.03 -0.04 0.12
C 3.7588 -0.2212 0.6502 -0.10 0.06 -0.13
O 2.7250 -0.8902 1.4266 -0.57 0.22 -0.23
C 3.6993 1.2243 1.0607 0.20 0.12 -0.01
C 4.7291 2.1457 1.1451 -0.07 -0.05 0.01
C 4.5042 3.2780 1.9324 -0.02 0.00 0.00
C 3.3393 3.3992 2.6973 -0.06 -0.10 -0.04
C 2.3739 2.4214 2.5335 0.12 0.21 0.10
N 2.5351 1.4571 1.6414 -0.08 -0.07 0.01
C 1.2346 2.0684 3.4510 -0.14 -0.18 -0.04
O 0.6081 2.7229 4.1924 0.07 -0.01 -0.01
O 0.9975 0.6514 3.2855 -0.18 0.15 -0.56
H 5.6879 1.9582 0.6801 0.00 0.00 -0.01
H 5.2886 4.0164 2.0383 0.01 0.00 0.00
H 3.2248 4.1799 3.4375 0.00 0.01 0.00
C -2.2155 -5.2739 -2.7706 -0.01 -0.02 -0.03
C -1.3373 -4.3086 -3.5370 0.06 0.11 0.06
C -0.2506 -4.9981 -4.3415 -0.06 -0.03 -0.04
C 0.4600 -3.9889 -5.2238 0.02 -0.02 -0.02
C 0.9280 -2.8091 -4.4209 0.02 0.09 0.07
C 1.9240 -1.9880 -4.8969 -0.01 0.02 0.04
C 2.3978 -0.9051 -4.1462 -0.01 -0.02 0.00
F 3.3436 -0.1490 -4.6714 0.01 0.01 0.01
C 1.9295 -0.6267 -2.8939 -0.01 -0.05 -0.04
C 0.9236 -1.4547 -2.3725 -0.15 -0.01 -0.04
C 0.4233 -1.2675 -1.0623 0.02 -0.03 0.18
O 0.9179 -0.2701 -0.3136 0.10 0.19 -0.04
C -0.5598 -2.1063 -0.5676 0.00 -0.14 -0.19
C -1.1033 -3.0871 -1.4117 0.03 0.10 0.03
N -0.6576 -3.2827 -2.6294 -0.07 -0.11 -0.01
C 0.3919 -2.5237 -3.1444 0.08 0.03 -0.04
C -1.1113 -1.9970 0.7863 -0.06 0.08 -0.08
O -2.1856 -2.1181 1.2160 0.12 -0.17 0.08
O 0.0010 -1.6107 1.7266 0.25 0.78 -0.12
H -2.6209 -5.9798 -3.4944 0.01 0.00 0.01
H -3.0753 -4.8020 -2.2962 -0.01 0.01 0.00
H -1.6491 -5.8498 -2.0367 0.01 0.01 0.01
H -1.9480 -3.6907 -4.2019 -0.01 -0.04 -0.01
H -0.7197 -5.7689 -4.9514 0.01 0.01 0.00
H 0.4454 -5.5031 -3.6665 0.01 0.01 0.01
H -0.2133 -3.6411 -6.0126 0.00 0.00 0.00
H 1.3184 -4.4377 -5.7230 -0.02 -0.01 -0.01
H 2.3705 -2.1711 -5.8670 -0.01 -0.02 -0.01
H 2.3256 0.2060 -2.3333 0.00 0.00 0.01
H -1.9149 -3.7099 -1.0667 0.01 0.00 0.01
N -0.5270 1.1893 1.2335 0.14 -0.20 0.20
C -1.3470 1.8779 1.7429 0.13 0.17 -0.18
N -2.2433 2.6276 2.2072 0.02 0.03 0.06
C -3.1012 2.1865 3.3686 0.05 -0.04 -0.10
C -2.8670 3.1290 4.5353 -0.01 -0.04 0.05
C -2.9145 4.6128 4.1071 -0.02 0.01 0.02
C -3.3473 4.7840 2.6540 -0.02 0.05 -0.06
C -2.4139 4.0538 1.7073 0.01 -0.12 -0.01
H -2.8423 1.1527 3.5919 -0.01 0.01 0.04
H -4.1221 2.2114 2.9903 -0.01 0.00 0.06
H -1.9069 2.8925 4.9943 -0.04 0.00 0.02
H -3.6326 2.9087 5.2801 -0.01 0.00 -0.02
H -1.9296 5.0646 4.2423 -0.01 0.01 -0.01
H -3.5975 5.1651 4.7490 0.03 0.01 0.00
H -3.3250 5.8363 2.3681 0.00 -0.01 0.01
H -4.3749 4.4511 2.4986 0.00 0.00 0.02
H -1.4192 4.5002 1.7103 -0.03 0.04 -0.04
H -2.7974 3.9957 0.6899 0.01 0.04 0.00
```
Positions in Å, forces in eV/Å.

Summary:
**Molecular weight**: 631.45 Da
**Kohn-Sham gap**: 5.14 eV
**Charge**: +3
**2S+1**: 1
**E_tot**: -1956.12128 a.u.
**LUMO energy**: -12.2 eV



The following is a DFT calculation (ωB97M-V/def2-TZVPD) of C27H24IMnNO5P as an isolated structure at a distorted geometry.

```
60
Properties=species:S:1:pos:R:3:forces:R:3
Mn -0.5574 1.1790 0.4475 -0.50 1.58 0.09
O 2.7647 2.8479 -1.6748 -2.24 -1.04 -0.92
C 1.5074 2.9848 -1.1602 1.94 -1.22 0.30
O 0.5808 2.2078 -1.4234 0.73 0.66 0.28
C 1.5006 4.0058 -0.0298 0.58 0.75 -1.92
O 2.4350 3.5526 0.9059 0.42 -0.65 0.07
C 2.0014 3.6380 2.2784 0.53 0.01 -0.76
C 0.9599 2.5876 2.6006 0.49 -0.30 1.35
O 1.1939 1.8683 3.5749 -1.09 0.38 -1.52
O -0.0862 2.5948 1.7979 0.24 -1.24 0.05
H 2.7349 2.0728 -2.3167 0.12 1.10 0.92
H 0.4891 3.9336 0.2933 -0.66 0.73 0.70
H 1.7805 5.0118 -0.4936 -0.38 -1.01 0.84
H 1.6520 4.6373 2.3300 -0.80 1.00 0.88
H 2.8569 3.5175 2.9536 -0.12 -0.09 -0.55
I -3.5287 0.3654 1.6306 0.21 0.21 -0.20
C -3.5770 1.9249 0.2320 -0.73 1.24 -1.09
C -4.8073 2.5997 -0.0479 0.85 -1.17 0.89
C -4.8502 3.6071 -0.9794 2.80 -1.42 -0.03
C -3.6242 3.8896 -1.6427 -0.58 1.47 -0.64
C -2.4395 3.2229 -1.3551 0.00 -0.64 0.40
N -2.4504 2.2270 -0.4045 0.47 -0.03 -0.02
H -5.6513 2.2365 0.5118 -0.40 0.23 -0.06
H -5.7416 4.0733 -1.2701 -1.06 0.73 -0.17
H -3.7047 4.7407 -2.3682 0.65 -1.09 0.55
H -1.4267 3.3667 -1.8441 -1.67 0.06 0.58
C 4.0816 -1.7155 -2.0179 -0.88 -0.99 -0.30
C 3.8275 -0.4826 -1.4263 -0.97 -0.37 0.64
C 2.6816 -0.3559 -0.6043 -0.84 -1.32 -1.45
C 1.6818 -1.3906 -0.6020 1.53 1.42 1.00
C 1.9544 -2.6148 -1.1770 0.20 -0.67 -1.28
C 3.1276 -2.7610 -1.9343 1.17 -1.05 0.50
P 0.1144 -1.1573 0.3045 0.57 -1.19 -0.21
C -0.9783 -2.0333 -0.8356 -1.00 1.55 -0.34
C -1.9081 -2.9746 -0.4554 -0.19 -2.02 0.66
C -2.9263 -3.4225 -1.3738 0.57 0.72 1.04
C -3.0774 -2.7465 -2.5856 -0.25 -1.11 0.77
C -2.2135 -1.6980 -2.8913 -0.07 -1.30 1.06
C -1.1825 -1.3617 -2.0555 -0.04 0.23 -0.50
C 0.2950 -2.1995 1.7613 -0.06 0.92 1.04
C 0.5840 -3.5357 1.5851 0.10 -1.07 -1.36
C 1.1579 -4.2718 2.5999 -0.15 -0.10 1.32
C 1.4278 -3.6322 3.8149 0.53 -0.77 1.44
C 1.1164 -2.2957 4.0295 0.09 0.30 0.85
C 0.4712 -1.6051 3.0337 0.17 0.95 -1.31
H 5.0113 -1.9322 -2.5513 -0.37 0.38 0.05
H 4.4800 0.3500 -1.6454 0.23 0.06 0.53
H 2.4604 0.5310 -0.0430 0.17 0.54 0.07
H 1.2314 -3.4540 -1.0963 0.68 0.76 -0.30
H 3.4249 -3.7841 -2.3447 -0.66 1.61 0.47
H -1.6912 -3.4686 0.5571 -1.03 0.65 -1.63
H -3.6426 -4.2204 -1.0953 0.73 0.55 -0.15
H -3.8624 -3.1433 -3.2352 0.31 0.61 -0.08
H -2.2583 -1.1622 -3.7736 -0.50 0.84 -1.80
H -0.6072 -0.5357 -2.4837 0.50 -0.21 0.85
H 0.3804 -3.9952 0.5891 0.32 0.24 1.10
H 1.3513 -5.3420 2.5646 -0.04 0.26 -0.44
H 1.8509 -4.1992 4.6992 -0.35 0.57 -1.40
H 1.3910 -1.7412 4.9592 -0.39 -0.83 -0.76
H 0.2332 -0.5420 3.1835 0.14 -0.40 -0.09
```
Positions in Å, forces in eV/Å.

Summary:
**Molecular weight**: 655.31 Da
**Kohn-Sham gap (alpha / beta)**: 9.02 / 8.80 eV
**Charge**: +1
**2S+1**: 6
**E_tot**: -3264.08605 a.u.
**LUMO energy (alpha / beta)**: -2.8 / -3.0 eV



The following is a DFT calculation (ωB97M-V/def2-TZVPD) of a 2-piece molecular cluster, C27H24IO4 overall at a distorted geometry.

```
56
Properties=species:S:1:pos:R:3:forces:R:3
C 1.1777 0.5768 3.3885 -0.56 -0.06 -0.06
C 2.4169 -0.1204 3.2740 0.86 -0.51 -0.10
C 3.6355 0.6123 3.2663 -0.34 -0.21 0.16
C 4.8563 -0.0347 3.1270 -0.04 -0.17 -0.06
C 4.9010 -1.4341 2.9923 -0.44 0.39 0.01
C 3.7117 -2.1795 3.0215 -0.23 0.15 0.02
C 2.4817 -1.5392 3.1593 0.26 0.32 0.01
C -0.0667 0.0049 3.1823 0.39 -0.11 -0.36
C -1.2574 0.6679 3.4302 0.14 -0.32 0.63
C -2.4994 -0.0310 3.5364 -0.88 -0.50 -0.22
C -3.5222 0.4004 4.4251 0.33 0.05 -0.36
C -4.6677 -0.3661 4.6094 0.04 -0.08 -0.07
C -4.8350 -1.5736 3.9102 0.48 0.28 0.04
C -3.8429 -2.0044 3.0160 0.00 0.16 -0.05
C -2.7025 -1.2379 2.8159 0.10 0.00 0.27
H 1.2192 1.6311 3.6685 0.03 -0.21 -0.01
H 3.5841 1.6980 3.3796 0.13 -0.31 -0.05
H 5.7802 0.5464 3.1258 -0.30 -0.21 -0.03
H 5.8584 -1.9396 2.8606 -0.28 0.15 0.10
H 3.7451 -3.2682 2.9412 0.01 0.39 0.02
H 1.5586 -2.1195 3.2128 0.42 0.08 -0.05
H -0.1063 -1.0317 2.8388 -0.06 0.41 0.26
H -1.2316 1.7202 3.7131 0.04 -0.16 0.08
H -3.3603 1.3209 4.9914 -0.19 -0.25 -0.15
H -5.4377 -0.0292 5.3052 0.26 -0.12 -0.20
H -5.7222 -2.1867 4.0751 0.24 0.24 -0.07
H -3.9607 -2.9412 2.4684 -0.02 0.33 0.16
H -1.9429 -1.5482 2.0963 -0.38 0.05 0.14
C -4.6606 2.9263 -0.0832 -0.18 0.07 0.03
C -3.7095 2.6437 -1.2308 0.21 0.19 -0.78
C -4.4578 2.3511 -2.5353 0.38 0.07 0.38
O -2.8765 3.7992 -1.5016 -0.25 -0.52 1.19
C -2.0898 4.1656 -0.4284 0.53 0.66 0.30
O -1.7917 5.3355 -0.2863 0.13 -0.79 -0.17
C -1.6552 3.0743 0.4671 -0.99 -0.11 -1.69
I 0.1053 3.4630 1.4879 -0.98 1.00 -0.22
C -0.5974 5.1938 2.5877 -0.06 0.11 0.18
C -0.0528 6.4457 2.3213 0.09 0.01 0.06
C -0.5156 7.5552 3.0476 -0.16 -0.58 0.03
C -1.5182 7.3858 4.0100 0.09 -0.12 -0.07
C -2.0513 6.1188 4.2667 0.29 -0.19 -0.48
C -1.5968 5.0088 3.5335 0.01 0.15 0.25
C -1.9034 1.7070 0.0335 0.44 0.19 0.02
O -1.3027 0.7281 0.4425 -0.04 -0.08 0.18
O -2.8582 1.5201 -0.9472 0.35 0.56 0.89
H -4.1247 3.2318 0.8251 -0.25 -0.12 -0.25
H -5.3305 3.7330 -0.4042 0.12 -0.18 0.22
H -5.2520 2.0257 0.1191 0.11 0.21 -0.01
H -3.7425 2.2486 -3.3561 -0.11 -0.02 0.16
H -5.0422 1.4314 -2.4380 0.11 0.17 0.02
H -5.1251 3.1921 -2.7453 0.11 -0.18 0.01
H 0.7130 6.5594 1.5581 -0.17 0.05 0.13
H -0.0925 8.5416 2.8588 -0.14 -0.30 -0.01
H -1.8921 8.2499 4.5632 0.17 -0.29 -0.16
H -2.8178 5.9776 5.0286 0.18 0.08 -0.25
H -2.0218 4.0221 3.7051 0.02 0.20 -0.01
```
Positions in Å, forces in eV/Å.

Summary:
**Molecular weight**: 539.39 Da
**Kohn-Sham gap**: 5.37 eV
**Charge**: +1
**2S+1**: 1
**E_tot**: -1641.58136 a.u.
**LUMO energy**: -5.5 eV



In kcal per mole, the energy relative to the best compared isomer or geometry (same formula, charge and spin) values for the records above are, in order, 0.0, 0.0, 44.4, 0.0.